Record 1
{
  "formula": "C20H28N4O3S",
  "method": "the ωB97M-V functional and the def2-TZVPD basis",
  "species": ["H", "S", "C", "H", "H", "H", "C", "C", "N", "C", "C", "H", "H", "H", "H", "H", "H", "H", "H", "C", "C", "C", "H", "H", "H", "C", "H", "O", "C", "C", "O", "C", "H", "H", "H", "C", "C", "O", "C", "H", "C", "H", "H", "C", "H", "H", "C", "C", "H", "C", "H", "N", "H", "N", "H", "N"],
  "xyz": [[-2.1736, 4.6697, -1.7136], [-3.0419, -2.1015, -1.6432], [-0.4519, -3.5574, -1.0944], [4.9460, 0.6231, -0.0920], [-4.4359, -2.2968, 2.3578], [3.8471, 1.6401, 0.8577], [2.1787, -2.2016, -0.8700], [-0.3572, -2.1552, -1.1265], [-1.4443, -0.0320, -1.2527], [0.4080, 4.0310, 0.1364], [3.0747, -1.5930, 0.2359], [-2.6917, -2.0573, 2.5277], [-5.0135, -0.8348, -2.0960], [2.6534, -3.1688, 1.6728], [2.6971, -2.1114, -1.8308], [1.5334, -1.8007, 1.7363], [1.1995, 4.1362, -0.6221], [0.7209, 4.5225, 1.0590], [3.1572, -1.6401, 2.4005], [0.8715, -1.4970, -0.9848], [-1.4876, -1.3441, -1.3166], [2.5733, -2.0873, 1.6005], [2.0305, -3.2638, -0.6732], [-0.5366, 4.2309, -2.2850], [1.0130, 2.0280, 0.7329], [0.1260, 2.5482, 0.3782], [-3.5747, 0.2050, -1.7311], [-5.7124, -0.8155, 0.3790], [-0.2933, 0.5955, -1.0104], [0.9177, -0.1117, -0.9690], [-3.5759, -0.2470, 0.7823], [2.3052, 0.4531, -0.9055], [-3.0569, 0.4301, 2.6032], [-2.3716, 2.5000, -0.5362], [-1.9052, 2.1963, -2.2300], [-3.8097, -0.2457, 2.1917], [-1.2664, 4.1154, -1.4688], [-0.7573, 4.6961, -0.2903], [-1.5765, 2.6276, -1.2845], [4.9175, -1.6797, -0.9173], [-4.1562, -0.6710, -1.4477], [-0.6569, 2.4632, 1.1487], [4.4728, -3.1924, -0.1296], [4.1410, 0.6082, 0.6577], [2.8247, 0.2145, -1.8552], [-4.8129, 0.1484, 2.3843], [-4.5958, -0.5921, -0.0039], [-3.6690, -1.6458, 2.7705], [2.3031, 1.5379, -0.8101], [4.4998, -2.1121, -0.0102], [4.5298, 0.1875, 1.5821], [-0.3527, 1.9663, -0.8670], [5.1582, -1.8809, 0.8220], [2.9690, -0.1263, 0.2478], [-3.7821, -1.6086, 3.8500], [-0.5094, -4.7031, -1.0477]],
  "atomic_forces_ev_per_a": [[0.0, -0.1, -0.1], [-0.3, -0.1, -0.1], [0.0, -0.6, 0.0], [0.0, 0.0, 0.0], [0.0, -0.1, 0.0], [0.1, 0.0, 0.0], [0.1, 0.1, 0.1], [0.0, 1.2, 0.0], [0.2, 0.2, 0.0], [0.1, -0.2, 0.2], [0.0, -0.5, 0.3], [0.1, 0.0, 0.0], [0.0, 0.0, 0.1], [0.0, -0.2, 0.1], [0.0, 0.0, 0.0], [-0.1, 0.0, 0.0], [0.0, 0.0, 0.1], [0.0, -0.1, -0.1], [0.1, 0.1, 0.1], [-0.3, 0.1, -0.1], [0.0, -0.1, 0.0], [0.1, 0.0, -0.3], [0.1, 0.0, 0.0], [-0.1, 0.0, 0.0], [0.0, 0.0, 0.0], [0.1, 0.4, 0.1], [-0.2, 0.0, 0.0], [-0.1, 0.0, 0.1], [0.1, -0.6, -0.2], [-0.1, -0.1, 0.0], [0.3, 0.1, -0.1], [0.0, 0.0, 0.0], [-0.1, 0.0, -0.1], [0.0, 0.0, -0.1], [-0.1, 0.1, 0.1], [-0.3, -0.1, 0.5], [-0.2, -0.3, -0.2], [-0.1, 0.1, 0.1], [0.0, 0.4, -0.2], [0.1, 0.0, -0.1], [0.3, -0.4, 0.1], [0.1, 0.0, 0.0], [0.0, -0.1, 0.0], [0.0, 0.0, 0.0], [0.0, 0.1, 0.1], [0.2, 0.0, 0.0], [-0.1, 0.1, -0.3], [0.0, 0.3, -0.3], [0.0, 0.0, 0.0], [-0.3, 0.2, 0.0], [0.1, 0.0, 0.1], [0.1, 0.2, -0.1], [0.1, 0.0, 0.1], [-0.1, 0.3, -0.1], [0.0, 0.0, 0.1], [0.0, -0.3, 0.0]],
  "homo_energy_ev": -8.3,
  "smiles": "CCOC(=O)CSc1nc(N2CCOCC2)c2c(c1C#N)CC(C)(C)N(C)C2",
  "lumo_energy_ha": 0.0147,
  "molar_mass_g_mol": 404.54,
  "energy_ha": -1621.8440
}

=====

Record 2
{
  "formula": "C23H28N2S2Se4Ti",
  "method": "the ωB97M-V functional and the def2-TZVPD basis",
  "species": ["H", "C", "H", "H", "H", "C", "H", "C", "Se", "H", "C", "Ti", "H", "N", "C", "C", "C", "C", "H", "C", "N", "Se", "H", "H", "H", "C", "S", "C", "H", "Se", "S", "C", "H", "C", "H", "C", "C", "C", "H", "H", "C", "H", "C", "C", "H", "H", "H", "H", "C", "H", "H", "H", "H", "H", "Se", "C", "C", "C", "H", "H"],
  "xyz": [[3.6768, 1.2713, -5.5994], [-3.2583, -3.9121, 3.2600], [-1.9839, -3.6601, -1.3571], [5.6925, 1.6276, -4.3464], [-3.3945, -1.6277, -0.6771], [-1.3524, 2.9884, 3.7972], [-4.4599, 4.2103, 3.2351], [-2.0170, -3.2879, 3.1809], [2.6701, -0.7382, 2.1188], [3.6649, 3.0225, -3.7674], [-0.1168, -1.0206, -0.6794], [3.0310, -0.3012, -0.5212], [-3.7134, -4.0996, 4.2253], [-1.3332, -1.7339, -0.8749], [5.3763, 0.9681, -3.5260], [-3.4904, 3.7693, 3.0311], [3.3305, 0.5307, -4.8685], [-2.4628, 0.0747, 0.2882], [5.7648, 1.3598, -2.5873], [3.2963, 2.2538, -3.0757], [-1.3422, 0.9274, 0.0403], [5.6139, -0.4227, -0.3251], [-2.8497, 3.8538, 5.0778], [-0.6106, 2.8139, -0.2291], [-0.4602, -2.5614, 1.8864], [-1.4285, -3.1451, -0.5613], [1.3088, 1.3249, -0.2451], [3.8376, 0.8729, -3.4601], [-2.3299, 2.6549, -0.6468], [4.6798, -1.3996, 3.0590], [1.3407, -1.9651, -0.9937], [-1.4292, -3.0473, 1.9504], [-0.6457, 2.8216, 4.6012], [-3.1537, 3.3940, 1.7361], [2.2063, 2.2541, -3.0900], [-1.9195, 2.8173, 1.4607], [3.4173, -0.2019, -2.4645], [-2.0718, -3.4268, 0.7713], [-0.4059, -3.5224, -0.5625], [-3.8582, 3.5446, 0.9242], [-3.9057, -4.2920, 2.0935], [-2.3615, -0.4593, 1.2449], [-1.0192, 2.6135, 2.5066], [-2.5428, -0.9622, -0.8364], [-3.3734, 0.6790, 0.3243], [-0.0624, 2.1476, 2.2896], [5.8135, -0.0207, -3.6801], [-1.5051, -2.9917, 4.0886], [-0.1268, 0.2975, -0.3420], [3.3432, -1.1732, -2.9717], [2.2378, 0.5110, -4.8873], [3.6981, -0.4509, -5.1791], [3.6138, 2.5111, -2.0660], [-2.6811, -0.4274, -1.7880], [6.2018, -0.0088, 1.9286], [-3.3153, -4.0478, 0.8605], [-2.5891, 3.5672, 4.0655], [-1.5488, 2.3525, 0.0717], [-4.8735, -4.7790, 2.1412], [-3.8234, -4.3487, -0.0500]],
  "atomic_forces_ev_per_a": [[0.0, 0.0, 0.0], [0.0, 0.0, -0.1], [0.0, 0.0, 0.1], [0.0, 0.0, 0.0], [0.0, 0.0, -0.1], [0.0, 0.0, 0.0], [0.0, 0.0, 0.0], [0.0, 0.0, 0.1], [-0.2, 0.3, 0.1], [0.0, 0.0, 0.0], [0.0, 0.4, 0.1], [1.1, -0.4, -1.9], [0.0, 0.0, 0.0], [0.0, -0.1, -0.2], [-0.1, 0.0, -0.1], [0.0, 0.0, 0.1], [-0.1, 0.0, 0.0], [0.0, -0.1, 0.0], [0.1, 0.0, 0.0], [0.0, -0.2, -0.1], [0.1, 0.2, 0.0], [-0.7, 0.1, 0.0], [0.0, 0.0, 0.0], [0.0, 0.1, -0.1], [0.0, 0.0, 0.0], [0.0, 0.2, 0.0], [-0.4, 0.6, 0.0], [0.4, 0.0, -0.1], [0.0, 0.0, 0.0], [0.4, -0.1, 0.0], [-0.2, -0.5, 0.0], [0.1, 0.1, -0.1], [0.0, 0.0, 0.0], [0.1, 0.0, -0.1], [0.0, 0.0, 0.1], [-0.1, 0.1, 0.0], [-0.2, 0.4, 1.3], [-0.1, -0.2, 0.1], [0.0, -0.1, 0.0], [0.0, 0.0, 0.0], [-0.1, 0.0, 0.1], [-0.1, 0.0, 0.0], [0.0, 0.0, 0.0], [0.0, 0.1, 0.0], [0.0, 0.0, 0.0], [0.0, 0.0, 0.0], [0.0, 0.0, 0.0], [0.0, 0.0, 0.0], [-0.2, -0.3, 0.0], [0.0, 0.0, 0.1], [0.0, -0.1, 0.0], [0.0, 0.0, 0.0], [0.0, 0.1, 0.1], [-0.1, 0.0, 0.0], [0.0, -0.1, 0.3], [0.1, 0.0, 0.0], [0.0, 0.0, 0.0], [0.1, -0.4, -0.1], [0.0, 0.0, 0.0], [0.0, 0.0, 0.0]],
  "homo_energy_ev": [-0.1, -0.1],
  "charge": -2,
  "lumo_energy_ha": [0.1590, 0.1590],
  "molar_mass_g_mol": 760.33,
  "energy_ha": -12254.3825
}

=====

Record 3
{
  "formula": "C24H26CdClF3N4O4",
  "method": "the ωB97M-V functional and the def2-TZVPD basis",
  "species": ["H", "C", "N", "H", "N", "C", "N", "H", "C", "H", "H", "C", "C", "H", "C", "H", "H", "H", "Cd", "H", "C", "C", "H", "O", "N", "H", "C", "H", "H", "C", "H", "H", "C", "C", "C", "C", "H", "C", "Cl", "C", "H", "H", "H", "C", "F", "C", "C", "H", "O", "H", "O", "F", "H", "C", "F", "C", "C", "C", "O", "H", "H", "H", "C"],
  "xyz": [[-4.7391, -5.0157, -0.9666], [0.6648, -2.8924, 1.1687], [2.9913, -3.2400, -1.7386], [0.5659, -1.3801, -3.1957], [-0.5447, 0.2235, -2.3994], [1.9972, 1.6598, 1.5206], [-0.3794, -2.2957, 0.3710], [0.3031, 0.2921, 2.1901], [-1.8259, 2.0489, 1.1798], [2.9556, 2.5326, 3.8295], [1.2204, -2.1205, 1.7054], [-1.4560, 1.2265, -2.7585], [-2.8904, 2.8993, 1.4412], [2.4133, -4.1688, 0.8061], [-3.2498, 0.4683, 0.3280], [-5.0053, 3.1859, 1.3034], [-4.0819, -2.9169, -2.1570], [-0.7990, 2.3385, 1.3748], [-0.1236, -0.2640, -0.3721], [-2.6722, 2.2058, -4.1581], [-1.9917, 1.3831, -3.9791], [2.1553, 1.8217, 4.0272], [1.0690, -4.3816, -0.3264], [0.7977, 0.1229, 3.0104], [-2.0181, 0.8508, 0.6409], [-5.3399, 0.9313, 0.2644], [3.1813, -0.1121, 2.7979], [-2.0477, -1.7237, -1.5623], [-3.2571, -5.8577, 0.8396], [-3.4771, -3.2948, -1.3400], [3.2157, -0.7014, 3.7185], [2.8000, -4.1916, -1.9939], [2.0126, 0.8635, 2.8513], [-0.6409, -0.5444, -4.7075], [-4.1741, 2.5175, 1.1208], [-4.3559, 1.2762, 0.5495], [-1.2441, -4.6756, 1.4748], [-1.6645, 0.4528, -5.0749], [-2.5879, 4.4542, 2.1610], [-2.1528, 0.5809, -6.3089], [2.3746, 1.2649, 4.9438], [0.2862, -3.5775, 1.9326], [-0.2743, -1.2364, -5.4552], [-1.4760, -3.0429, 0.0563], [-1.1073, 1.8499, -7.6013], [1.6279, -3.6395, 0.2517], [-1.8506, -4.2593, 0.6825], [-1.7200, 1.9210, -1.9641], [2.3304, -1.4652, -0.5326], [3.0675, -0.7851, 1.9468], [1.0637, 1.3718, 0.6878], [-2.0334, -0.4081, -7.2135], [1.2207, 2.3680, 4.1723], [2.3188, -2.6720, -0.6946], [-3.2666, 1.2992, -6.5496], [-2.3333, -2.6069, -0.9941], [-3.8463, -4.4727, -0.6837], [-3.0092, -4.9385, 0.3176], [2.8638, 2.5148, 1.3720], [-3.3481, -0.5141, -0.1198], [4.1147, 0.4401, 2.6813], [3.3100, -2.6118, -2.4584], [-0.1642, -0.6180, -3.4553]],
  "atomic_forces_ev_per_a": [[0.0, 0.0, 0.0], [0.0, 0.0, -0.1], [0.0, 0.0, 0.0], [0.0, 0.0, 0.0], [-0.1, 0.1, -0.3], [-0.1, 0.1, -0.2], [-0.3, 0.0, 0.2], [0.1, 0.0, 0.2], [-0.1, 0.4, 0.1], [0.0, 0.0, 0.0], [-0.1, 0.0, 0.0], [0.3, -0.3, 0.1], [0.3, 0.0, 0.1], [0.0, 0.0, 0.0], [-0.3, -0.1, -0.1], [0.0, 0.0, 0.0], [0.0, 0.0, 0.0], [0.0, 0.0, 0.0], [0.5, -0.1, -0.4], [0.0, 0.0, 0.0], [0.0, -0.2, -0.2], [0.0, 0.0, 0.0], [0.1, 0.0, 0.0], [0.0, 0.1, -0.1], [0.2, 0.1, 0.0], [0.0, 0.0, 0.0], [0.1, 0.0, 0.0], [0.0, 0.0, 0.0], [0.0, 0.0, 0.0], [0.0, 0.0, 0.0], [0.0, 0.0, 0.0], [-0.1, 0.0, 0.0], [-0.2, -0.1, 0.0], [-0.2, 0.1, -0.1], [-0.2, 0.2, 0.0], [0.0, -0.3, -0.1], [0.0, 0.0, 0.0], [0.3, 0.1, 0.4], [0.0, -0.1, 0.0], [-0.5, -0.3, -0.1], [0.0, 0.0, 0.0], [0.0, 0.0, 0.1], [0.0, 0.0, 0.0], [0.1, 0.0, -0.1], [0.1, 0.1, -0.1], [0.1, 0.0, 0.0], [0.0, 0.0, -0.1], [0.1, 0.0, 0.0], [0.0, 0.0, 0.1], [0.0, 0.0, 0.0], [-0.1, -0.2, 0.3], [0.0, 0.2, 0.1], [0.0, 0.0, 0.0], [-0.1, 0.0, -0.1], [0.2, -0.1, 0.0], [0.0, 0.0, 0.1], [0.1, 0.0, 0.0], [0.1, 0.1, 0.0], [0.0, 0.0, -0.1], [0.0, 0.1, 0.0], [0.0, 0.0, 0.0], [0.0, 0.0, 0.0], [-0.2, 0.3, 0.4]],
  "homo_energy_ev": 0.4,
  "charge": -2,
  "lumo_energy_ha": 0.1451,
  "molar_mass_g_mol": 639.36,
  "energy_ha": -2377.7073
}

=====

Record 4
{
  "formula": "CH12NO4",
  "method": "the ωB97M-V functional and the def2-TZVPD basis",
  "species": ["N", "H", "O", "H", "H", "H", "O", "H", "H", "H", "H", "H", "H", "O", "C", "O", "H", "H"],
  "xyz": [[-0.1000, 1.7281, 0.2542], [1.6511, 1.2703, 1.3244], [1.6879, 3.9956, -0.4269], [-0.4864, -1.5278, 0.4048], [0.1409, 2.4950, -0.4117], [-0.1676, -3.6143, -1.7244], [-0.1782, -2.9083, -2.5046], [-0.4760, -3.1773, 1.9224], [-1.0808, -2.6880, -2.5694], [-0.0282, 1.8134, 2.2854], [-2.0015, -3.5963, 1.5012], [1.9160, 4.1375, -1.3436], [-0.7686, -0.9293, -0.9869], [-0.7343, -0.7427, -0.0728], [0.5906, 1.6867, 1.3363], [-1.1218, -3.4961, 1.2658], [1.6184, 4.8987, -0.2190], [-0.4617, 0.6547, -0.0350]],
  "atomic_forces_ev_per_a": [[-1.1, 1.3, -1.4], [-0.5, 2.1, 0.4], [-0.1, -1.3, -0.6], [0.1, -0.9, 0.3], [1.0, -1.6, -0.4], [0.0, 2.1, -2.6], [1.7, -2.3, 3.1], [-1.4, -0.6, 0.2], [-1.9, 0.2, -0.4], [1.2, -1.1, -0.5], [-2.3, 0.0, 1.6], [0.3, -0.8, -0.8], [0.1, -1.0, -1.8], [-0.4, 1.9, 0.7], [0.2, -1.4, 1.6], [3.8, 0.8, -1.8], [-0.4, 2.0, 1.4], [-0.5, 0.6, 1.0]],
  "homo_energy_ev": -14.5,
  "charge": 1,
  "lumo_energy_ha": -0.2316,
  "molar_mass_g_mol": 102.11,
  "energy_ha": -400.6183
}